# C22H28BBr2GeMoN6OS

C22H28BBr2GeMoN6OS as an isolated structure (ωB97M-V/def2-TZVPD, the Open Molecules 2025 dataset).

Each line ends with the Mulliken charge.
Positions of all 63 atoms, in Å:
Mo 0.190 -0.445 -0.263  0.0649
Br 4.541 -0.075 2.303  -0.1542
C 3.890 -1.536 1.323  -0.1754
C 4.589 -2.770 1.371  -0.3614
C 4.169 -3.839 0.646  -0.2032
Br 5.142 -5.449 0.712  -0.1886
C 3.001 -3.747 -0.157  0.4434
C 2.469 -4.769 -0.971  -0.5032
C 1.342 -4.542 -1.710  -1.2315
C 0.696 -3.304 -1.609  0.1205
N 1.150 -2.338 -0.841  0.5428
C 2.317 -2.527 -0.148  0.4265
C 2.776 -1.388 0.557  0.3049
O 2.071 -0.259 0.393  -0.4487
H 5.472 -2.849 1.990  0.4415
H 2.963 -5.732 -1.004  0.3546
H 0.927 -5.306 -2.351  0.4387
H -0.219 -3.107 -2.155  0.3207
N 2.265 2.005 -1.234  -0.3284
N 1.514 2.614 -2.234  -0.3156
C 0.618 1.910 -2.920  0.5815
N -0.028 2.531 -3.906  -0.3824
S 0.322 0.229 -2.694  -0.2923
H 2.251 2.551 -0.382  0.2538
H 3.217 1.832 -1.535  0.2425
H 1.713 3.568 -2.513  0.2167
H 0.209 3.464 -4.207  0.1921
H -0.676 2.002 -4.466  0.2319
B 0.262 -1.222 4.435  0.3419
C 0.123 -1.090 2.872  -0.0533
N 0.044 -0.986 1.723  -0.3663
H -0.823 -1.588 4.853  -0.1247
H 0.578 -0.110 4.842  -0.1568
H 1.146 -2.037 4.634  -0.1242
N -0.520 1.373 0.426  -0.1031
C -0.638 2.345 1.023  0.2838
C -0.724 3.545 1.811  0.2753
C -0.282 3.466 3.132  -0.4986
C -0.341 4.606 3.916  -0.6630
C -0.835 5.790 3.381  -0.3561
C -1.281 5.850 2.064  -0.6412
C -1.230 4.722 1.267  -0.3849
H 0.083 2.527 3.531  0.5821
H -0.012 4.566 4.945  0.4314
H -0.880 6.677 3.999  0.4070
H -1.678 6.773 1.665  0.4096
H -1.588 4.744 0.246  0.5017
C -4.551 -1.928 -0.970  -1.2811
Ge -2.934 -1.119 -1.650  0.5854
C -2.539 -1.923 -3.368  -1.2002
C -3.205 0.798 -1.805  -0.9674
C -1.591 -1.540 -0.237  -0.7993
H -5.313 -1.952 -1.750  0.3903
H -4.936 -1.365 -0.119  0.3758
H -4.353 -2.950 -0.645  0.3771
H -3.365 -1.689 -4.043  0.3915
H -2.488 -3.010 -3.277  0.3579
H -1.616 -1.560 -3.819  0.3420
H -4.148 0.996 -2.319  0.4522
H -2.400 1.277 -2.363  0.1294
H -3.262 1.247 -0.811  0.2779
H -1.464 -2.624 -0.268  0.6610
H -2.134 -1.329 0.687  0.5549

Atoms 1-3, force components in eV/Å:
Mo 0.578 -0.441 -0.742
Br 0.017 0.058 0.032
C 0.497 -0.091 0.227

## Properties
Total energy ... -244219.0206 eV
HOMO (spin up / spin down) ... -10.445 / -10.650 eV
Orbital gap (spin up / spin down) ... 6.411 / 6.714 eV
Lowest unoccupied orbital energy (spin up / spin down) ... -4.034 / -3.936 eV
Multiplicity ... 3
Net charge ... +1
Max |F| ... 1.038 eV/Å


# C22H28BClF8N2O5P

A 2-piece molecular cluster, C22H28BClF8N2O5P overall (ωB97M-V/def2-TZVPD, the Open Molecules 2025 dataset).

Each line ends with the Mulliken charge.
Positions of all 68 atoms, in Å:
C -1.905 -3.388 0.000  -0.2837
C -3.312 -3.473 0.196  -0.1657
C -4.836 -3.391 0.793  -0.4863
C -5.149 -2.090 1.737  -0.7698
C -4.444 -0.694 1.283  -0.5274
C -2.889 -0.474 1.737  0.1958
N -2.277 -1.422 2.785  0.2503
C -0.817 -1.333 3.248  -0.2772
C -0.279 -2.415 4.398  -0.7277
C -0.821 -2.031 5.908  0.4277
O -1.913 -2.710 6.361  -0.4695
Cl -0.032 -0.713 6.954  -0.0863
C 0.221 -0.208 2.670  0.4766
B 1.816 -0.040 3.129  0.2885
O 2.122 0.656 4.420  -0.5466
N 2.977 -0.585 2.316  0.0466
C 3.766 0.501 1.619  -0.5073
C 2.513 -1.644 1.341  -0.6452
C -0.413 0.841 1.532  -0.0488
C 0.682 1.930 0.937  0.0810
O 1.227 1.874 -0.291  -0.4311
O 1.040 3.051 1.834  -0.5012
C -2.009 0.768 1.037  0.1049
P -2.759 1.963 -0.234  0.3099
C -4.569 2.503 0.250  -0.8902
C -1.861 3.630 -0.397  -0.8555
H -0.715 -3.422 -0.060  0.3180
H -5.635 -3.549 -0.079  0.3324
H -4.969 -4.349 1.493  0.3091
H -6.329 -1.912 1.670  0.3399
H -4.966 -2.393 2.877  0.2676
H -4.482 -0.595 0.097  0.3756
H -5.084 0.198 1.749  0.2860
H -2.830 -2.198 3.256  0.3328
H -0.817 -3.442 4.112  0.3912
H 0.869 -2.629 4.332  0.3724
H 2.614 1.494 4.171  0.3295
H 4.915 0.214 1.658  0.2677
H 3.570 1.518 2.171  0.2722
H 3.494 0.597 0.467  -0.0686
H 1.732 -1.231 0.544  0.1692
H 2.095 -2.616 1.877  0.1958
H 3.447 -2.021 0.703  0.3231
H 1.610 3.730 1.361  0.4449
H -4.769 3.620 -0.057  0.3491
H -4.771 2.368 1.416  0.2599
H -5.344 1.822 -0.329  0.2680
H -2.597 4.407 -0.887  0.3738
H -1.496 4.106 0.631  0.3064
H -0.908 3.569 -1.082  0.2467
C 2.138 0.691 -6.043  -0.7109
C 3.540 1.263 -6.302  0.8825
C 4.692 0.306 -6.009  0.0822
F 4.716 -0.099 -4.721  -0.1810
F 5.887 0.914 -6.242  -0.2816
F 3.676 2.432 -5.621  -0.2671
F 3.598 1.602 -7.630  -0.3281
O 1.545 1.012 -4.781  -0.3700
C 1.945 0.185 -3.690  0.6013
C 2.760 0.941 -2.631  0.4868
F 3.861 1.529 -3.163  -0.2361
F 3.201 0.099 -1.660  -0.3442
F 2.588 -0.905 -4.174  -0.2728
F 0.793 -0.279 -3.134  -0.2571
H 1.472 1.158 -6.779  0.4085
H 2.076 -0.382 -6.263  0.3167
H 4.643 -0.579 -6.652  0.2796
H 2.157 1.723 -2.160  0.1671

Atoms 1-3, force components in eV/Å:
C -9.511 -0.683 1.921
C 9.478 1.087 -0.204
C 0.583 -1.293 -0.188

## Properties
Total energy ... -80690.7780 eV
HOMO ... -11.338 eV
Orbital gap ... 6.410 eV
Lowest unoccupied orbital energy ... -4.928 eV
Net charge ... +1
Max |F| ... 9.727 eV/Å